*1*
A cluster of 11 separate species, C11H44N12O11 in total. Source: the OMol25 dataset; level of theory: the ωB97M-V functional and the def2-TZVPD basis.

Structure (XYZ):
```
78
Properties=species:S:1:pos:R:3
N 1.82 0.83 3.33
C 1.43 -0.18 4.03
N 0.47 0.14 4.83
O 1.80 -1.49 3.82
H 2.67 0.79 2.75
H 1.39 1.72 3.49
H 0.31 -0.65 5.43
H -0.02 1.05 5.05
N 2.81 3.11 -1.89
C 2.24 2.05 -2.41
N 2.36 0.98 -1.67
O 1.61 2.12 -3.63
H 3.10 3.88 -2.46
H 3.32 3.00 -0.97
H 1.77 0.15 -1.86
H 2.67 0.98 -0.62
N 3.09 0.93 0.91
C 4.08 1.84 0.81
N 3.69 3.06 0.65
O 5.36 1.39 0.62
H 3.39 -0.08 0.97
H 2.10 1.09 1.05
H 4.49 3.74 0.53
H 2.78 3.43 0.91
N 0.19 3.94 -0.80
C 0.02 3.59 0.43
N -1.19 3.29 0.76
O 1.05 3.55 1.29
H 1.08 3.83 -1.27
H -0.55 3.71 -1.38
H -1.99 3.34 0.09
H -1.41 3.19 1.72
N -0.19 -3.43 0.49
C -1.09 -3.01 1.32
N -0.46 -2.56 2.38
O -2.46 -3.02 1.17
H -0.60 -3.84 -0.34
H 0.80 -3.71 0.81
H -1.04 -1.85 2.92
H 0.53 -2.69 2.55
N -3.68 -1.02 -0.30
C -4.95 -0.82 -0.21
N -5.55 -1.10 0.89
O -5.57 -0.18 -1.22
H -3.14 -0.42 -1.00
H -3.21 -1.59 0.39
H -6.51 -0.70 0.89
H -5.23 -1.50 1.76
C -0.27 -1.75 -4.33
O -1.34 -1.29 -5.18
H -0.39 -2.80 -4.23
H -0.24 -1.40 -3.28
H 0.62 -1.48 -4.84
H -0.97 -1.15 -6.04
C -2.19 0.79 2.83
O -1.93 -0.47 3.39
H -2.46 1.51 3.60
H -3.03 0.55 2.12
H -1.31 1.06 2.33
H -1.18 -0.30 3.92
C 1.76 -4.03 -2.22
O 2.29 -5.05 -1.40
H 1.83 -3.13 -1.63
H 0.74 -4.21 -2.37
H 2.32 -3.85 -3.11
H 1.90 -5.89 -1.68
C 0.07 -0.10 0.18
O 0.62 -1.09 -0.68
H 0.30 0.89 -0.01
H 0.32 -0.34 1.21
H -1.03 -0.27 0.18
H 0.22 -1.91 -0.39
C -1.61 1.13 -2.43
O -2.36 -0.04 -2.46
H -1.69 1.70 -1.47
H -1.87 1.85 -3.26
H -0.62 0.84 -2.61
H -2.14 -0.64 -3.16
```

Computed properties:
Frontier orbital gap ... 7.6981 eV
Multiplicity ... 1
SMILES ... NC(N)=O.NC(N)=O.NC(N)=O.NC(N)=O.NC(N)=O.NC(N)=O.CO.CO.CO.CO.CO
HOMO level ... -8.06 eV

---

*2*
A cluster of 11 separate species, C11H44N12O11 in total. Source: the OMol25 dataset; level of theory: the ωB97M-V functional and the def2-TZVPD basis.

Structure (XYZ):
```
78
Properties=species:S:1:pos:R:3
N -4.84 -0.01 3.37
C -4.63 -1.35 3.42
N -3.45 -1.74 2.87
O -5.43 -2.10 3.98
H -4.34 0.57 2.72
H -5.63 0.37 3.86
H -2.97 -1.01 2.37
H -3.21 -2.71 2.88
N -2.57 2.16 -0.32
C -2.54 0.87 0.10
N -2.96 -0.06 -0.78
O -2.37 0.63 1.31
H -2.29 2.85 0.35
H -2.94 2.42 -1.22
H -2.96 0.08 -1.77
H -2.94 -0.98 -0.36
N 1.20 3.35 -3.77
C 0.12 2.72 -4.32
N -0.60 2.04 -3.37
O -0.26 2.89 -5.47
H 1.49 3.19 -2.83
H 1.71 3.95 -4.39
H -1.24 1.39 -3.80
H -0.24 1.88 -2.45
N 5.28 1.36 -0.85
C 4.11 1.87 -0.41
N 3.01 1.11 -0.75
O 4.03 2.89 0.26
H 5.41 0.57 -1.44
H 6.13 1.88 -0.70
H 3.14 0.28 -1.31
H 2.12 1.55 -0.54
N -2.12 -3.22 -1.50
C -2.89 -2.82 -2.54
N -4.20 -3.16 -2.40
O -2.42 -2.18 -3.48
H -2.50 -3.77 -0.75
H -1.13 -3.05 -1.59
H -4.86 -2.82 -3.08
H -4.54 -3.92 -1.85
N 0.96 -1.19 -3.59
C 1.42 -1.94 -2.54
N 2.76 -1.76 -2.29
O 0.66 -2.58 -1.82
H -0.05 -1.12 -3.56
H 1.58 -0.56 -4.06
H 3.23 -1.15 -2.93
H 3.24 -2.20 -1.52
C 0.41 -0.32 0.86
O 1.28 -1.39 0.53
H -0.04 0.12 -0.03
H -0.43 -0.79 1.39
H 0.85 0.37 1.58
H 0.86 -1.85 -0.21
C 4.24 -0.75 2.02
O 3.66 -2.00 1.71
H 3.98 -0.45 3.05
H 5.32 -0.85 2.09
H 3.99 0.06 1.33
H 2.76 -1.85 1.34
C 0.47 -4.46 2.22
O -0.60 -5.31 2.66
H 0.40 -4.41 1.13
H 0.55 -3.51 2.73
H 1.44 -4.97 2.27
H -0.37 -6.20 2.41
C 0.18 3.68 4.15
O 0.35 2.55 3.23
H -0.89 3.82 4.26
H 0.68 3.33 5.05
H 0.69 4.57 3.81
H -0.53 2.17 3.13
C 0.30 4.04 -0.23
O 0.53 2.79 0.35
H -0.40 4.74 0.24
H 1.21 4.65 -0.29
H -0.06 3.90 -1.25
H 0.65 2.85 1.31
```

Computed properties:
Frontier orbital gap ... 9.2786 eV
Multiplicity ... 1
SMILES ... NC(N)=O.NC(N)=O.NC(N)=O.NC(N)=O.NC(N)=O.NC(N)=O.CO.CO.CO.CO.CO
HOMO level ... -9.30 eV

---

The calculated energies rank the structures as follows, beginning with the most stable: *2*, *1*.

---

*1*
A cluster of 12 separate species, C24H72O12S12 in total. Source: the OMol25 dataset; level of theory: the ωB97M-V functional and the def2-TZVPD basis.

Structure (XYZ):
```
120
Properties=species:S:1:pos:R:3
C 26.39 16.23 11.30
S 27.66 15.58 12.38
O 26.84 14.96 13.52
C 28.09 14.24 11.26
H 26.75 16.55 10.36
H 25.90 17.13 11.74
H 25.54 15.61 11.10
H 27.29 13.62 10.79
H 28.66 13.56 11.91
H 28.85 14.61 10.62
C 25.19 20.16 11.56
S 24.33 21.49 10.78
O 25.12 21.96 9.48
C 22.93 20.64 10.13
H 26.13 20.48 11.98
H 25.29 19.37 10.82
H 24.69 19.82 12.51
H 23.13 19.81 9.50
H 22.29 21.39 9.65
H 22.44 20.20 10.97
C 26.33 11.42 18.73
S 27.27 12.42 17.61
O 28.34 11.42 17.19
C 26.23 12.49 16.15
H 25.71 12.03 19.48
H 27.01 10.71 19.22
H 25.59 10.96 18.12
H 26.00 11.58 15.72
H 26.67 13.19 15.49
H 25.28 13.04 16.31
C 25.47 15.46 6.41
S 24.22 15.21 7.67
O 23.13 14.39 6.94
C 25.18 14.10 8.74
H 24.88 15.90 5.57
H 25.75 14.52 6.00
H 26.30 16.05 6.77
H 25.37 13.17 8.25
H 24.73 13.99 9.72
H 26.11 14.56 9.07
C 26.56 8.76 9.45
S 25.93 10.26 10.15
O 26.96 11.27 9.67
C 24.62 10.31 9.00
H 26.71 8.84 8.39
H 25.89 7.98 9.78
H 27.53 8.67 9.90
H 23.83 9.56 9.04
H 25.06 10.22 8.02
H 24.14 11.25 9.19
C 29.53 9.90 8.08
S 31.06 10.58 8.84
O 31.32 11.91 8.18
C 30.31 10.96 10.40
H 29.32 9.04 8.64
H 29.90 9.69 7.08
H 28.73 10.60 8.14
H 31.13 11.19 11.16
H 29.84 10.11 10.82
H 29.47 11.67 10.43
C 21.46 17.20 8.90
S 21.35 17.60 10.66
O 20.34 16.53 11.05
C 22.92 16.81 10.98
H 21.59 16.15 8.88
H 22.28 17.78 8.63
H 20.53 17.55 8.44
H 23.05 16.84 12.03
H 23.66 17.47 10.53
H 22.93 15.75 10.65
C 25.54 18.14 15.11
S 24.80 17.23 16.52
O 23.62 18.12 16.90
C 24.17 15.92 15.46
H 25.92 17.51 14.36
H 26.37 18.73 15.54
H 24.92 18.91 14.68
H 23.51 16.32 14.73
H 23.78 15.04 15.98
H 25.07 15.54 14.97
C 29.64 15.57 6.14
S 29.59 15.10 7.91
O 28.50 16.03 8.44
C 28.74 13.58 7.45
H 29.76 16.65 6.07
H 28.63 15.39 5.68
H 30.46 15.23 5.53
H 27.78 13.84 7.06
H 28.56 13.03 8.34
H 29.36 12.97 6.82
C 28.40 11.17 13.62
S 27.90 9.64 14.38
O 26.41 9.52 13.99
C 28.76 8.62 13.23
H 29.42 11.12 13.26
H 28.29 12.01 14.36
H 27.80 11.38 12.79
H 29.80 8.73 13.62
H 28.55 8.88 12.26
H 28.44 7.58 13.37
C 25.54 19.16 6.07
S 25.52 19.34 7.81
O 24.85 18.02 8.18
C 27.28 19.08 8.05
H 26.29 19.84 5.70
H 24.58 19.47 5.73
H 25.74 18.14 5.83
H 27.63 18.16 7.53
H 27.57 18.87 9.07
H 27.80 19.89 7.70
C 25.25 12.40 12.71
S 23.94 13.58 12.74
O 23.13 13.37 11.47
C 22.98 13.00 14.08
H 25.84 12.63 11.76
H 25.03 11.30 12.71
H 25.82 12.58 13.54
H 23.28 13.25 15.11
H 23.08 11.87 14.06
H 21.94 13.25 13.87
```

Computed properties:
Frontier orbital gap ... 8.3781 eV
Multiplicity ... 1
HOMO level ... -8.37 eV

---

*2*
A cluster of 12 separate species, C24H72O12S12 in total. Source: the OMol25 dataset; level of theory: the ωB97M-V functional and the def2-TZVPD basis.

Structure (XYZ):
```
120
Properties=species:S:1:pos:R:3
C -1.39 4.68 -4.12
S -0.97 4.00 -2.53
O -1.23 5.13 -1.45
C -2.38 3.02 -2.36
H -0.74 5.41 -4.52
H -2.26 5.18 -4.04
H -1.39 4.05 -4.90
H -2.37 2.48 -1.34
H -2.17 2.17 -3.18
H -3.29 3.63 -2.59
C 1.03 5.82 1.18
S 0.10 4.32 1.49
O 1.21 3.33 1.82
C -0.56 4.87 3.06
H 1.46 5.73 0.25
H 1.89 6.06 1.76
H 0.38 6.69 1.23
H -1.29 5.45 2.67
H 0.16 5.40 3.64
H -0.82 4.03 3.72
C -4.96 -2.47 0.09
S -3.96 -1.51 1.14
O -4.59 -1.48 2.55
C -2.63 -2.72 1.07
H -5.35 -3.32 0.65
H -4.44 -2.89 -0.74
H -5.98 -1.80 -0.12
H -1.89 -2.39 1.68
H -2.34 -2.86 0.17
H -3.09 -3.63 1.28
C 0.15 -1.13 -0.91
S -0.16 0.27 0.04
O -1.65 0.20 0.40
C 0.64 -0.33 1.54
H 1.27 -1.38 -1.16
H -0.41 -1.07 -1.82
H -0.42 -1.87 -0.46
H 0.05 -1.16 1.89
H 1.00 0.44 2.20
H 1.77 -0.47 1.19
C -1.33 -0.79 -5.26
S -2.05 0.10 -6.55
O -3.53 0.43 -6.15
C -1.15 1.62 -6.53
H -2.07 -1.59 -5.02
H -1.36 -0.13 -4.35
H -0.47 -1.40 -5.79
H -0.12 1.43 -6.98
H -0.96 1.86 -5.39
H -1.63 2.37 -7.39
C -1.71 -7.08 0.14
S 0.00 -6.96 -0.42
O 0.05 -7.01 -2.01
C 0.02 -5.20 -0.28
H -1.96 -8.08 0.10
H -2.39 -6.56 -0.28
H -1.71 -7.01 1.21
H -1.03 -4.83 -0.29
H 0.74 -4.53 -0.71
H 0.24 -5.09 0.69
C -0.64 1.18 4.84
S -1.84 0.04 4.09
O -1.19 -1.35 4.18
C -3.03 -0.01 5.51
H -0.25 0.76 5.86
H -1.21 2.09 4.88
H 0.20 1.35 4.22
H -3.92 -0.62 5.32
H -3.51 0.89 5.75
H -2.48 -0.26 6.45
C 1.89 1.49 -5.09
S 2.38 1.66 -3.32
O 1.07 1.46 -2.59
C 3.27 0.20 -3.13
H 1.37 0.51 -5.14
H 2.86 1.40 -5.40
H 1.44 2.40 -5.48
H 4.27 0.20 -3.62
H 2.43 -0.53 -3.67
H 3.39 -0.03 -2.01
C 3.87 3.06 0.07
S 4.02 2.21 1.58
O 4.25 0.78 1.46
C 5.60 2.93 1.99
H 4.55 2.82 -0.71
H 3.95 4.03 0.18
H 2.96 2.76 -0.47
H 6.61 2.59 1.41
H 5.90 2.35 2.95
H 5.63 3.96 2.34
C 3.52 -1.64 6.56
S 2.05 -0.75 5.96
O 2.09 0.62 6.67
C 2.72 -0.35 4.45
H 3.34 -1.73 7.73
H 4.41 -1.09 6.29
H 3.52 -2.64 6.01
H 3.76 -0.08 4.47
H 2.24 0.41 4.12
H 2.43 -0.89 3.54
C -6.47 0.38 -3.37
S -5.42 1.13 -2.03
O -6.02 0.60 -0.70
C -4.06 0.06 -2.29
H -7.50 0.78 -3.10
H -6.38 -0.75 -3.36
H -5.99 0.47 -4.37
H -3.50 0.21 -3.23
H -4.32 -1.11 -2.26
H -3.30 0.00 -1.69
C 5.55 -3.77 0.22
S 4.24 -2.58 0.51
O 3.27 -2.82 -0.68
C 3.43 -3.42 1.89
H 6.24 -3.65 1.03
H 5.81 -3.65 -0.77
H 5.26 -4.89 0.37
H 3.84 -3.54 2.70
H 2.84 -4.27 1.57
H 2.62 -2.82 2.19
```

Computed properties:
Frontier orbital gap ... 7.7776 eV
Multiplicity ... 1
HOMO level ... -7.85 eV

---

The calculated energies rank the structures as follows, beginning with the most stable: *1*, *2*.

---

*1*
A cluster of 2 separate species, N3O3 in total. Source: the OMol25 dataset; level of theory: the ωB97M-V functional and the def2-TZVPD basis.

Structure (XYZ):
```
6
Properties=species:S:1:pos:R:3
N 1.71 0.79 0.83
N -1.15 -0.18 0.19
N 1.35 0.25 -0.07
O 1.30 -0.19 -1.13
O -1.84 -0.71 1.07
O -1.64 0.43 -0.81
```

Computed properties:
Frontier orbital gap ... 7.2267 eV
Multiplicity ... 1
Charge ... -1
HOMO level ... -2.84 eV

---

*2*
A cluster of 2 separate species, N3O3 in total. Source: the OMol25 dataset; level of theory: the ωB97M-V functional and the def2-TZVPD basis.

Structure (XYZ):
```
6
Properties=species:S:1:pos:R:3
N 1.33 0.95 -1.38
N -1.10 0.22 0.35
N 1.15 0.29 -0.48
O 1.30 -0.58 0.33
O -1.53 -0.56 -0.56
O -1.47 0.14 1.54
```

Computed properties:
Frontier orbital gap ... 7.3081 eV
Multiplicity ... 1
Charge ... -1
HOMO level ... -2.90 eV

---

The calculated energies rank the structures as follows, beginning with the most stable: *1*, *2*.